# 1
C18H30N3O4P | wB97M-V/def2-TZVPD

Results
SMILES string = CCOP(=O)(OCC)OCC.c1cc[nH]c1.c1cc[nH]c1.c1cc[nH]c1
LUMO energy = 0.764 eV
HOMO energy = -7.654 eV
Orbital gap = 8.4 eV
Strongest force on any atom = 4.54 eV/Å
DFT total energy = -1510.31425 Ha
Charge = 0
2S+1 = 1

CARTESIAN COORDINATES (ANGSTROEM)
C1 3.73545 -5.66989 4.18751
C2 3.56918 -4.21766 3.69455
O1 2.21606 -3.79637 3.77285
P1 1.64523 -2.48572 3.00498
O2 1.80950 -2.49477 1.55715
O3 2.38821 -1.20662 3.70935
C3 2.21364 0.03224 3.08843
C4 3.43439 0.90502 3.44856
O4 -0.00356 -2.48483 3.35429
C5 -0.97153 -2.33548 2.32414
C6 -1.02055 -0.85271 1.98256
H1 4.75459 -6.04854 4.10951
H2 3.32659 -5.71045 5.19711
H3 3.10291 -6.32633 3.58998
H4 4.14376 -3.56027 4.34708
H5 4.02596 -4.16066 2.70653
H6 2.10675 0.04206 2.00373
H7 1.26367 0.50620 3.33549
H8 3.39185 1.26646 4.47601
H9 4.27547 0.21840 3.35247
H10 3.68736 1.80412 2.88665
H11 -0.73046 -2.96452 1.46724
H12 -1.84021 -2.63060 2.91272
H13 -1.06471 -0.11785 2.78637
H14 -0.07282 -0.62393 1.49514
H15 -1.91180 -0.51883 1.45124
N1 0.34887 0.82082 -4.47972
C7 -0.18616 0.66682 -3.26349
C8 -0.53363 -0.62244 -3.09002
C9 -0.10662 -1.35487 -4.21513
C10 0.54546 -0.41907 -5.01172
H16 0.63635 1.74462 -4.76965
H17 -0.40144 1.51207 -2.62661
H18 -0.99881 -1.08127 -2.23009
H19 -0.30111 -2.41274 -4.31246
H20 1.07502 -0.45217 -5.95240
N2 -3.39815 1.12067 0.46047
C11 -3.54682 2.44163 0.07147
C12 -2.46758 2.79343 -0.74896
C13 -1.63283 1.58071 -0.87283
C14 -2.16574 0.70038 0.03365
H21 -3.83352 0.70309 1.27052
H22 -4.35200 3.06886 0.42456
H23 -2.19572 3.74444 -1.18263
H24 -0.62986 1.47415 -1.25895
H25 -1.80291 -0.30483 0.18958
N3 -3.09570 3.44899 -4.48460
C15 -2.76401 2.98564 -3.23336
C16 -1.63006 3.74316 -2.80586
C17 -1.12231 4.34575 -3.89306
C18 -2.01413 4.17678 -4.97887
H26 -3.96123 3.20254 -4.94310
H27 -3.45181 2.39121 -2.65028
H28 -1.28880 3.91905 -1.79640
H29 -0.30355 5.04977 -3.87334
H30 -1.89589 4.44415 -6.01855

Force components x, y, z for each atom (eV/Å):
-1.3520 0.6057 -0.1684
1.6845 -0.4944 0.4271
-1.4716 1.3794 -0.4036
-1.5177 -0.5475 0.3572
0.3743 0.0209 -0.5947
-1.1254 -2.4610 -0.0233
0.0776 2.9628 -1.0129
0.0717 -0.5327 0.6172
4.3324 -0.5204 1.2448
-0.2241 1.2968 1.1839
-0.1604 -0.1978 0.6327
0.0063 0.3668 0.1977
0.3913 -0.2428 0.1656
0.0041 -0.0183 -0.1403
0.1211 0.0646 0.0125
-0.5698 0.3477 -0.3262
0.5255 -0.9901 -0.2351
-0.0453 -0.0903 0.8754
-0.0448 -0.3462 0.1979
0.2536 0.1906 0.1224
-0.6386 -0.2504 -0.6076
-0.2531 0.0365 0.0467
-0.4617 -0.2889 -0.8204
0.2015 -0.6826 0.9981
-0.3829 0.2201 -0.7607
0.8819 -1.4072 1.1225
0.9729 0.1564 0.4204
-1.1147 1.4632 0.9663
-0.3568 -1.3063 0.8272
0.7153 0.7931 -0.2213
-0.4682 -0.4603 -1.4751
0.2540 -0.5194 -0.4543
0.4004 -0.3183 -1.3565
-0.0888 0.2927 0.0234
0.4747 0.1047 -0.4320
-0.2141 -0.4642 -0.0378
0.6100 0.4554 0.5339
1.2866 0.5501 -0.7700
-1.0767 -2.2873 3.3541
-0.8089 1.8687 2.6768
-0.2360 -0.5766 -2.9658
-0.2485 0.1839 -0.2793
-0.0241 -0.2155 -0.0081
-2.7211 -1.0382 2.5672
-0.6539 0.1455 0.7166
-0.5681 0.9367 -1.3410
2.0314 -0.7969 -0.0215
-0.2846 2.3606 0.4316
-0.8224 -1.6465 -0.7462
-0.2073 1.8574 -3.5444
0.0807 -0.0003 1.0242
0.5024 -0.1114 -0.2489
0.0382 0.1818 -0.4069
2.0212 -0.0140 -2.2244
0.1755 -0.2021 -0.2838
-0.3475 0.1856 0.1673

# 2
C18H30N5O3P2S | wB97M-V/def2-TZVPD

Results
LUMO energy = -4.935 eV
HOMO energy = -9.607 eV
Orbital gap = 4.7 eV
Strongest force on any atom = 5.59 eV/Å
DFT total energy = -2283.83801 Ha
Charge = +1
2S+1 = 1

CARTESIAN COORDINATES (ANGSTROEM)
N1 -0.25811 -1.40437 4.14494
P1 0.54898 -0.33803 3.17845
S1 -0.41087 1.59508 3.19147
C1 0.26507 2.47918 1.68490
C2 1.67070 3.26006 2.14092
O1 1.46629 3.77690 3.51102
P2 -2.51140 1.19173 3.05481
O2 -2.97614 0.51681 1.51830
O3 -3.49730 2.55310 3.51176
H1 -0.54003 -2.17018 3.48463
H2 0.60593 -0.82830 1.80557
H3 1.91148 -0.12600 3.63388
H4 -0.48169 3.20479 1.15080
H5 0.62998 1.62932 0.93285
H6 1.94547 4.14575 1.40693
H7 2.58996 2.50032 2.09876
H8 2.17455 3.39128 4.10873
H9 -3.98759 0.49196 1.44108
H10 -3.00382 3.20644 4.08916
N2 -3.64998 6.91379 1.94090
C3 -3.09290 5.66165 1.95925
C4 -4.05278 4.76271 1.55091
C5 -5.22840 5.49938 1.27078
C6 -4.95054 6.82526 1.51730
H11 -3.17543 7.76936 2.19865
H12 -2.06440 5.51769 2.26201
H13 -3.92021 3.69218 1.46304
H14 -6.17552 5.10521 0.92568
H15 -5.56570 7.71078 1.42905
N3 0.79719 -1.73302 -1.32872
C7 0.79800 -3.05996 -1.67189
C8 2.09806 -3.43128 -1.93297
C9 2.91063 -2.28952 -1.73454
C10 2.08182 -1.25605 -1.35911
H16 -0.02285 -1.19083 -1.08955
H17 -0.12429 -3.62446 -1.70239
H18 2.42593 -4.41819 -2.23270
H19 3.98481 -2.22800 -1.85214
H20 2.29550 -0.22450 -1.11293
N4 3.47782 -7.20226 -0.98150
C11 2.13634 -7.41552 -1.16451
C12 1.85315 -8.70514 -0.77350
C13 3.06549 -9.28824 -0.33366
C14 4.05173 -8.33713 -0.47023
H21 3.96749 -6.34184 -1.19015
H22 1.50010 -6.63399 -1.55772
H23 0.87845 -9.17477 -0.80088
H24 3.20406 -10.29349 0.04285
H25 5.11019 -8.37110 -0.24918
N5 0.94992 1.73158 -3.80700
C15 -0.03964 0.84054 -3.48241
C16 -1.11659 1.08187 -4.30590
C17 -0.76183 2.15229 -5.16124
C18 0.52041 2.53213 -4.83333
H26 1.85569 1.78884 -3.35987
H27 0.10626 0.11405 -2.69429
H28 -2.05577 0.54419 -4.29288
H29 -1.37539 2.59764 -5.93370
H30 1.16175 3.30235 -5.24051

Force components x, y, z for each atom (eV/Å):
1.6995 1.6961 -2.5587
-1.2017 -5.2471 1.4436
1.1801 3.0566 -1.9141
2.7783 0.2351 -1.6128
0.3639 -0.2305 0.0323
1.5136 -1.4075 -0.8890
-4.7399 -2.6069 1.3968
-0.4722 2.2888 1.6245
3.0162 -0.9268 -1.0501
-0.0848 0.8231 0.7795
0.2676 1.0528 0.7077
-1.0441 0.7742 -0.4622
1.0820 -1.5776 1.4047
-1.1743 1.8786 1.3939
-0.8939 -1.8296 1.4905
-2.1052 1.5259 0.1399
-1.2114 0.8318 -1.1483
1.8220 0.1729 0.1886
-0.7730 -0.7416 -0.8540
-0.0340 -0.0056 -0.0351
0.0319 -0.0626 0.0661
0.3040 0.0283 -0.0462
-0.1943 0.3237 -0.0477
0.0273 -0.0739 0.0368
-0.1914 -0.3069 -0.1127
-0.1044 0.0501 -0.0440
-0.0760 0.3195 -0.0562
0.1718 0.0990 0.0563
0.0869 -0.1917 0.0145
-0.1317 -0.1058 0.2627
0.0148 -0.1725 -0.0489
-0.3923 -0.0807 0.0817
0.0573 0.3938 0.1460
0.2459 0.0276 0.0415
0.2519 -0.2940 -0.1624
0.1796 0.0758 -0.0376
-0.0963 0.1930 0.0010
-0.1914 0.0110 0.0071
0.0268 -0.1229 -0.0992
0.0159 0.0620 0.0390
-0.1143 -0.0515 -0.0279
-0.1974 0.3467 -0.1316
0.4006 0.0624 0.0774
0.0355 -0.1152 0.0180
-0.1823 -0.3680 0.1031
0.0712 -0.1720 0.0576
0.1670 0.0927 -0.0064
-0.0070 0.1885 -0.0690
-0.1944 -0.0354 -0.0438
0.0735 0.0517 0.0564
-0.1879 -0.0084 0.1307
0.0877 -0.2106 0.3179
0.2776 0.2693 -0.1005
-0.0808 0.0736 -0.0473
-0.3267 -0.0739 -0.2799
-0.0119 0.1713 -0.3794
0.1692 0.0713 -0.0170
0.1367 -0.0860 0.1284
-0.1410 -0.1417 0.0382

Question: Number 2 is which compound?
Answer: C18H30N5O3P2S

Question: The lowest HOMO energy belongs to which entry?
Answer: C18H30N5O3P2S